Computed, not measured: one molecule with the formula C7H5F10NO4S in a non-equilibrium geometry, with ωB97M-V/def2-TZVPD.

Multiplicity = 1
LUMO = 0.64 eV
Highest occupied orbital energy = -0.4096 Ha
Kohn-Sham gap = 11.79 eV
SMILES = CC(=O)OCN(C(F)(F)C(F)(F)C(F)(F)C(F)(F)F)S(=O)(=O)F

Structure (XYZ):
```
28
C7H5F10NO4S ωB97M-V/def2-TZVPD
C 3.73159 -1.21675 0.64445
C 3.43494 -0.51899 -0.64355
O 3.88139 -0.87129 -1.70248
O 2.63766 0.59241 -0.51516
C 1.50994 0.62661 -1.36659
N 0.22705 0.70563 -0.64094
C -0.20665 -0.56115 -0.09638
F -0.27446 -1.41273 -1.14158
F 0.66164 -1.10224 0.77007
C -1.61712 -0.60158 0.56108
F -1.85422 -1.91302 0.79238
F -1.62863 -0.00121 1.76268
C -2.79874 -0.11555 -0.31698
F -3.02484 -1.03907 -1.26443
F -2.56154 1.05202 -0.92347
C -4.12538 0.04879 0.48560
F -4.39084 -1.01292 1.23785
F -5.11486 0.17854 -0.41414
F -4.08774 1.16571 1.20902
S 0.34369 1.96825 0.47426
O 0.81218 1.52697 1.73277
O 0.98726 3.05290 -0.16388
F -1.13445 2.35034 0.64122
H 2.94862 -1.91428 0.90969
H 4.64811 -1.77813 0.53142
H 3.88812 -0.50745 1.44746
H 1.57622 1.51821 -1.97013
H 1.53103 -0.22003 -2.04021
```

The net atomic charges from natural (NBO), expressed in e, are: -0.727 0.809 -0.549 -0.540 0.057 -0.704 0.762 -0.306 -0.303 0.578 -0.295 -0.292 0.553 -0.290 -0.292 0.927 -0.293 -0.303 -0.296 2.533 -0.878 -0.888 -0.454 0.252 0.239 0.244 0.226 0.231

---

Computed, not measured: a 5-piece molecular cluster, C22H42INO17PS4 overall in a non-equilibrium geometry, with ωB97M-V/def2-TZVPD.

Multiplicity = 1
LUMO = 1.76 eV
Net charge = -1
Highest occupied orbital energy = -0.1834 Ha
Kohn-Sham gap = 6.76 eV

Structure (XYZ):
```
88
C22H42INO17PS4 ωB97M-V/def2-TZVPD
O -3.41944 1.69468 1.84164
C -2.27771 1.64221 1.50461
I -0.92264 0.72939 3.00064
C -1.72723 2.20727 0.18202
C -2.11413 1.47015 -1.13263
N -1.11402 0.51122 -1.65489
P -0.37302 -0.48832 -0.47342
O -0.65251 -2.04453 -0.96797
O 1.27699 -0.24014 -0.58355
C -2.20907 2.58466 -2.25476
O -2.69850 3.70082 -1.96309
O -1.83464 2.29778 -3.40560
C -3.49015 0.78880 -1.08580
C -3.67155 -0.44522 -0.48510
C -4.90452 -1.04159 -0.40139
C -6.02290 -0.44228 -0.94700
C -5.85541 0.78271 -1.55153
C -4.61942 1.38394 -1.60562
H -0.63831 2.25865 0.31731
H -2.05995 3.25408 0.17758
H -0.35918 1.02329 -2.11112
H 0.15413 -2.44896 -1.32935
H 1.46902 0.44026 0.07255
H -2.85533 -0.99223 -0.01751
H -4.98894 -2.00281 0.10140
H -6.97949 -0.94852 -0.85148
H -6.73614 1.25332 -1.98392
H -4.58713 2.36435 -2.07322
O -3.49440 0.74680 -9.07844
S -4.08371 2.01622 -8.77101
O -3.71813 3.19494 -9.49760
O -3.94940 2.29242 -7.22034
C -2.63445 2.21455 -6.60833
C -1.80279 3.44446 -6.90098
C -5.84016 1.85829 -8.80214
H -2.12263 1.30440 -6.92496
H -2.79603 2.13869 -5.53273
H -1.54201 3.50480 -7.95965
H -0.88006 3.41765 -6.32263
H -2.35524 4.35007 -6.65017
H -6.12431 0.98828 -8.21650
H -6.14032 1.73072 -9.84029
H -6.27954 2.76465 -8.39383
O 2.44168 -0.81744 3.11873
S 3.58054 -1.67375 3.22424
O 3.44837 -3.03718 3.63626
O 4.67283 -0.95787 4.14116
C 4.25174 -0.50424 5.44182
C 4.14312 -1.64790 6.43200
C 4.48667 -1.62314 1.71433
H 3.31136 0.04402 5.36600
H 5.00671 0.19775 5.78280
H 3.33020 -2.32412 6.16714
H 3.95189 -1.26266 7.43449
H 5.06230 -2.23495 6.44385
H 4.62740 -0.58567 1.42359
H 3.90012 -2.14986 0.96416
H 5.44177 -2.12106 1.86199
O 4.45166 1.98751 7.27427
S 3.81483 3.23665 7.56774
O 4.10008 4.40768 6.80154
O 4.02247 3.56604 9.11660
C 5.36322 3.55720 9.63504
C 6.12893 4.81087 9.25793
C 2.07068 3.00051 7.62164
H 5.88930 2.65841 9.30727
H 5.26889 3.49909 10.71842
H 6.31706 4.85008 8.18537
H 7.09042 4.83747 9.77228
H 5.55935 5.70262 9.52055
H 1.85161 2.13550 8.24200
H 1.73167 2.83018 6.60120
H 1.60845 3.89786 8.02461
O 0.44428 -4.44672 -2.25605
S -0.48685 -5.39714 -2.78135
O -0.78126 -6.60829 -2.08057
O -0.06199 -5.75664 -4.27934
C 1.28417 -6.19987 -4.51109
C 1.48809 -7.64534 -4.09844
C -1.99311 -4.57161 -3.16368
H 1.99181 -5.54028 -4.00496
H 1.45690 -6.09803 -5.58151
H 1.41011 -7.76125 -3.01775
H 2.47526 -7.99259 -4.40674
H 0.72841 -8.28445 -4.54938
H -1.76835 -3.67422 -3.73424
H -2.46952 -4.30886 -2.22117
H -2.62789 -5.24804 -3.73070
```

The net atomic charges from Löwdin, expressed in e, are: 0.003 -0.769 0.672 -0.129 -0.360 -0.111 0.776 -0.278 -0.275 -0.680 -0.051 -0.031 -0.145 -0.062 -0.098 -0.108 -0.090 -0.016 0.088 0.124 0.086 0.019 0.028 0.076 0.101 0.095 0.100 0.116 -0.286 0.557 -0.287 -0.262 -0.234 -0.073 -0.131 0.116 0.099 0.064 0.082 0.085 0.072 0.070 0.072 -0.314 0.563 -0.275 -0.260 -0.265 -0.069 -0.120 0.112 0.099 0.070 0.077 0.083 0.074 0.077 0.071 -0.279 0.581 -0.266 -0.262 -0.258 -0.075 -0.113 0.114 0.120 0.071 0.079 0.084 0.076 0.082 0.076 -0.280 0.584 -0.273 -0.260 -0.260 -0.077 -0.112 0.114 0.120 0.070 0.078 0.083 0.083 0.080 0.074

---

Computed, not measured: C4H7N3O as an isolated structure in a non-equilibrium geometry, with ωB97M-V/def2-TZVPD.

Multiplicity = 1
LUMO = 0.88 eV
Highest occupied orbital energy = -0.3401 Ha
Energy above the lowest of the compared OMol25 structures with the same formula, charge and spin = 6.351 eV
Kohn-Sham gap = 10.13 eV

Structure (XYZ):
```
15
C4H7N3O ωB97M-V/def2-TZVPD
C 1.33738 0.38351 0.00186
C 1.07995 -1.07790 0.09105
C -1.82181 -0.43477 -0.47646
C -1.58641 0.76702 0.45385
H 2.22709 0.44326 -0.47912
H 1.41614 0.63680 1.03153
H 1.90394 -1.45878 0.65997
H 1.02932 -1.41755 -0.97172
H -2.63331 -0.33649 -1.21299
H -2.18137 0.63938 1.70003
H 0.71778 2.10024 -0.84884
N -1.12557 -1.48355 -0.39901
N -0.63006 1.53998 0.52534
N 0.35389 1.20119 -0.69193
O -0.08696 -1.50234 0.61644
```

The net atomic charges from natural (NBO), expressed in e, are: -0.277 -0.074 0.023 0.060 0.202 0.182 0.194 0.167 0.223 0.202 0.357 -0.104 -0.269 -0.485 -0.402

---

Computed, not measured: a 2-piece molecular cluster, C4H3BrF4O overall in a non-equilibrium geometry, with ωB97M-V/def2-TZVPD.

Multiplicity = 3
LUMO (spin up / spin down) = 0.55 / -2.76 eV
Highest occupied orbital energy (spin up / spin down) = -0.3187 / -0.3771 Ha
Energy above the lowest of the compared OMol25 structures with the same formula, charge and spin = 0.000 eV
Kohn-Sham gap (spin up / spin down) = 9.23 / 7.50 eV

Structure (XYZ):
```
13
C4H3BrF4O ωB97M-V/def2-TZVPD
C 0.20136 -1.01551 0.37003
C 0.07160 -0.48152 -0.97921
C -2.42078 -0.29237 -0.94710
C -2.76711 -1.57528 -0.22191
O 0.02905 -0.34658 1.38009
F -2.69447 -0.35043 -2.23925
F -2.56120 -1.40541 1.06286
F -4.03547 -1.98758 -0.33238
F -2.14338 -2.61722 -0.81544
Br -3.12266 1.20533 0.00362
H 0.43983 -2.14145 0.29952
H -0.11268 0.56654 -1.35744
H 0.19557 -1.04370 -1.83337
```

The net atomic charges from natural (NBO), expressed in e, are: 0.251 -0.281 0.264 0.856 -0.475 -0.306 -0.287 -0.318 -0.320 0.112 0.129 0.198 0.177